9
Properties=species:S:1:pos:R:3:forces:R:3:lowdin_charge:R:1 method="wB97M-V/def2-TZVPD" max_force_ev_per_a=2.29 homo_ha=-0.364 relative_energy_kcal_mol=0.0
B 0.07341 -0.22227 0.42294 0.9 1.2 -1.5 -0.86
C 0.22429 0.30304 -1.12452 -0.8 -1.1 -0.1 -0.96
O -1.00244 -0.97127 0.72674 0.2 0.2 -1.5 0.18
O 1.00706 0.30601 1.28093 -0.2 -0.3 -0.3 0.15
Br -0.65443 -0.87057 -2.47367 0.2 0.1 0.6 0.59
Br -0.73530 1.96925 -1.05387 -0.1 0.5 0.0 0.69
H 1.16387 0.47190 -1.63031 0.3 0.2 0.6 0.01
H -0.94722 -1.18224 1.62785 -0.4 -0.8 2.1 0.08
H 0.87075 0.19614 2.22391 -0.1 -0.1 0.1 0.11

8
Properties=species:S:1:pos:R:3:forces:R:3:lowdin_charge:R:1 method="wB97M-V/def2-TZVPD" max_force_ev_per_a=3.53 homo_ha="-0.548 / -0.548" charge=+1 relative_energy_kcal_mol=0.0
C 0.25635 -0.50990 0.09976 0.5 -0.6 0.3 -0.33
N -0.99152 -0.41168 -0.27535 -1.0 3.4 0.1 -0.63
N 1.14942 0.41605 -0.08868 0.1 0.5 -0.1 0.18
Br -1.69083 1.93545 0.02340 0.8 -2.8 -0.5 0.50
Br -2.31470 -1.56437 0.05153 -0.2 -0.3 0.2 0.89
H 0.59691 -1.45350 0.53952 -0.1 0.1 -0.2 0.16
H 2.12211 0.29119 0.16493 -0.2 -0.1 0.0 0.15
H 0.87227 1.29676 -0.51511 0.1 -0.1 0.2 0.08

9
Properties=species:S:1:pos:R:3:forces:R:3:lowdin_charge:R:1 method="wB97M-V/def2-TZVPD" max_force_ev_per_a=2.74 homo_ha=-0.363 relative_energy_kcal_mol=41.9
C -1.42451 0.55540 0.19042 -0.2 -2.2 1.6 -0.10
O -0.92776 -4.13793 -0.10258 0.7 -0.1 0.7 -0.55
O -1.09646 0.50173 -0.97298 -0.7 2.2 0.6 -0.09
P -2.00472 -3.79021 -0.99799 -0.8 0.1 -0.8 0.39
Br -3.32737 -2.14924 -0.04224 -0.1 -0.1 0.1 0.12
Br -0.85815 -1.71966 -2.81776 -0.1 -0.2 -0.2 0.31
H -1.10420 -0.59205 -1.83788 0.4 -0.6 -0.2 -0.25
H -1.31167 -0.41011 0.77908 -0.1 1.0 -0.3 0.06
H -1.90901 1.37853 0.81624 0.8 -0.2 -1.5 0.12

9
Properties=species:S:1:pos:R:3:forces:R:3:lowdin_charge:R:1 method="wB97M-V/def2-TZVPD" max_force_ev_per_a=3.90 homo_ha=-0.401 smiles="COP(=O)(Br)Br" relative_energy_kcal_mol=0.0
C -1.37863 -0.08099 0.11175 -0.7 3.1 0.6 -0.20
O -0.38776 -0.01342 -0.91166 3.6 0.6 1.4 -0.37
P 1.30452 0.04171 -0.43556 -2.5 -0.7 -1.8 -0.16
O 2.27407 -0.00494 -1.52132 -0.5 0.3 -0.3 -0.41
Br 1.59486 -1.75967 0.72349 -0.3 0.0 0.6 0.46
Br 1.62261 1.79873 0.75658 -0.4 0.1 0.4 0.46
H -2.32265 0.31765 -0.30396 0.2 -1.4 -0.4 0.10
H -1.36854 0.68751 0.94486 1.3 -0.3 -0.7 0.08
H -1.33848 -0.98658 0.63582 -0.6 -1.7 0.2 0.04

7
Properties=species:S:1:pos:R:3:forces:R:3:lowdin_charge:R:1 method="wB97M-V/def2-TZVPD" max_force_ev_per_a=2.84 homo_ha="-0.376 / -0.376" relative_energy_kcal_mol=75.5
C 0.43341 -0.36827 0.32422 1.9 0.5 -0.1 -0.76
N -0.91204 -0.28384 0.21370 -1.5 0.3 -2.4 0.04
Cl 1.38614 1.17057 0.55970 -0.3 -0.4 -0.1 0.49
Br -1.11799 0.79753 -2.38345 0.1 -0.9 2.3 0.01
H 0.87597 -0.88767 -0.53402 -0.1 0.1 0.2 0.08
H 0.68145 -0.97444 1.21509 -0.3 0.0 0.0 0.11
H -1.34694 0.54611 0.60476 0.2 0.4 0.0 0.04

8
Properties=species:S:1:pos:R:3:forces:R:3:lowdin_charge:R:1 method="wB97M-V/def2-TZVPD" max_force_ev_per_a=3.36 homo_ha=-0.358 relative_energy_kcal_mol=79.0
C -0.24460 -1.49010 -0.07218 -0.6 1.2 0.8 -0.26
O 2.17029 -0.21620 -0.29276 0.7 0.7 0.5 -0.42
F -1.10241 2.81206 1.44111 0.7 0.4 -3.3 -0.03
P 0.86706 -0.53316 -0.84462 -0.4 -1.1 -1.2 0.33
Br 0.99370 -0.23335 -3.10707 -0.6 -0.4 1.5 0.29
H -1.28710 2.69386 2.28935 -0.7 -0.4 3.3 0.03
H -1.21984 -1.84824 -0.44781 0.8 0.5 0.1 0.01
H -0.17710 -1.18488 1.03398 -0.1 -0.9 -1.6 0.04

8
Properties=species:S:1:pos:R:3:forces:R:3:lowdin_charge:R:1 method="wB97M-V/def2-TZVPD" max_force_ev_per_a=3.61 homo_ha=-0.359 relative_energy_kcal_mol=36.6
C 0.81754 -0.10759 0.64320 -0.8 1.2 -2.4 -0.74
Si -0.63907 -0.08075 -0.59388 -0.7 0.9 3.4 -0.39
Br 2.21538 1.04147 -0.33606 -0.9 -1.2 1.3 0.49
I -1.85984 2.02640 -0.06676 0.1 -0.6 -0.2 0.36
I -1.97526 -2.06891 -0.17997 0.0 0.1 -0.2 0.43
H 0.98895 -1.13547 0.76110 1.5 -1.4 -0.1 -0.03
H 0.56473 0.24496 1.60431 0.0 1.0 0.9 0.00
H -0.11243 0.07989 -1.83195 0.7 -0.1 -2.7 -0.13

8
Properties=species:S:1:pos:R:3:forces:R:3:lowdin_charge:R:1 method="wB97M-V/def2-TZVPD" max_force_ev_per_a=1.57 homo_ha="-0.357 / -0.291" relative_energy_kcal_mol=110.2
C 0.56108 -0.82609 -0.52969 -1.2 -0.4 0.5 -0.89
Si -1.29623 -0.33896 -0.64458 0.3 -0.3 -0.5 0.19
Br 1.04448 -1.71648 1.09579 0.2 -0.6 1.3 0.50
I -2.38586 -2.41433 -0.03642 -0.3 0.0 0.0 0.36
I 5.56907 -0.78232 -0.19071 0.0 0.0 0.0 0.00
H 1.31997 -0.09618 -0.51783 0.5 1.2 -0.9 -0.03
H 0.71487 -1.61864 -1.24318 0.1 0.2 -0.7 -0.01
H -1.95653 0.82644 0.01805 0.5 -0.2 0.2 -0.12

9
Properties=species:S:1:pos:R:3:forces:R:3:lowdin_charge:R:1 method="wB97M-V/def2-TZVPD" max_force_ev_per_a=4.36 homo_ha="-0.210 / -0.137" charge=-1 relative_energy_kcal_mol=46.2
C -0.78250 -1.95913 0.63105 1.4 -4.1 -0.4 -0.63
N 0.87856 0.27369 -0.42599 -0.5 1.2 -0.1 -0.41
O 0.48904 -1.89326 0.59198 0.0 0.7 0.2 -0.16
O -1.65937 -1.25616 0.18036 -0.4 1.0 0.1 -0.05
S 0.85784 1.48634 0.57371 0.1 0.6 0.0 0.71
Br -0.16934 6.96843 -1.35491 0.0 -0.1 0.0 -0.62
H -0.97508 -3.11363 0.94822 -0.7 1.9 0.1 0.13
H 0.06202 0.08842 -0.98549 -0.5 0.1 -0.4 0.04
H 1.29883 -0.59472 -0.15894 0.7 -1.4 0.5 -0.01

6
Properties=species:S:1:pos:R:3:forces:R:3:lowdin_charge:R:1 method="wB97M-V/def2-TZVPD" max_force_ev_per_a=4.41 homo_ha="-0.380 / -0.388" relative_energy_kcal_mol=89.9
C -0.55204 0.01826 -0.01136 -1.0 1.1 2.4 -0.30
O 0.36505 -0.88929 -0.27808 4.4 -0.5 0.1 -0.23
Br 2.66085 0.25103 0.05009 -2.2 -1.1 -0.5 0.21
H -1.37707 -0.66950 0.39817 0.5 1.2 0.2 0.14
H -0.92147 0.43673 -0.90505 -0.6 1.1 -1.1 0.06
H -0.17533 0.85276 0.74622 -1.2 -1.8 -1.2 0.12